[1]
{
  "formula": "C31H32N4O7S2Tc",
  "method": "the ωB97M-V functional and the def2-TZVPD basis",
  "multiplicity": 4,
  "energy_ev": -76828.6995,
  "s_squared": 3.787,
  "homo_lumo_gap_ev": [6.85, 6.06],
  "lumo_energy_ev": [-1.2607, -2.2819],
  "symbols": ["Tc", "S", "S", "O", "O", "O", "O", "O", "O", "O", "N", "N", "N", "N", "C", "C", "C", "C", "C", "C", "C", "C", "C", "C", "C", "C", "C", "C", "C", "C", "C", "C", "C", "C", "C", "C", "C", "C", "C", "C", "C", "C", "C", "C", "C", "H", "H", "H", "H", "H", "H", "H", "H", "H", "H", "H", "H", "H", "H", "H", "H", "H", "H", "H", "H", "H", "H", "H", "H", "H", "H", "H", "H", "H", "H", "H", "H"],
  "coordinates": [[1.295, 0.043, -1.096], [5.025, -2.709, -1.765], [-0.006, 2.790, 0.045], [1.164, 1.972, -4.646], [-0.321, 2.018, 1.217], [1.677, 0.582, -2.973], [0.658, -3.754, -0.691], [2.922, 1.183, -0.266], [-0.287, -1.025, -1.437], [1.107, 3.711, 0.110], [0.145, -0.919, 1.481], [1.082, -0.314, 0.886], [2.641, -1.395, -1.239], [0.168, 1.758, -1.202], [0.945, -4.373, 0.554], [-3.874, -3.218, 3.364], [-3.154, -2.742, -0.259], [3.040, 1.055, 1.111], [1.060, 1.640, -3.497], [4.079, 1.472, 3.212], [-3.700, 5.165, -1.096], [0.820, -3.744, -3.076], [-4.929, 5.959, -1.448], [-1.322, 5.078, -0.663], [-4.000, -3.272, 2.000], [3.657, -1.949, -1.479], [-1.797, -2.007, 3.127], [1.240, -4.427, -1.797], [2.171, 0.018, 3.090], [2.100, 0.235, 1.726], [4.023, 1.688, 1.841], [3.785, 2.095, -0.975], [2.322, -4.018, 1.091], [-2.655, 3.071, -0.488], [-2.760, -2.578, 3.925], [0.232, 2.439, -2.511], [3.164, 0.634, 3.833], [-2.246, -2.182, -1.083], [-2.460, 5.791, -1.007], [-1.908, -2.058, 1.727], [-1.097, -1.518, -0.560], [-3.781, 3.798, -0.836], [-1.431, 3.722, -0.402], [-0.909, -1.459, 0.847], [-3.024, -2.697, 1.167], [3.118, -4.341, 0.418], [-0.951, -1.502, 3.568], [-4.627, -3.660, 4.002], [1.272, -4.253, -3.929], [-4.855, -3.758, 1.545], [3.545, 1.968, -2.025], [-0.265, -3.775, -3.190], [-0.763, 2.575, -2.938], [1.138, -2.703, -3.090], [3.218, 0.467, 4.900], [-5.222, 6.601, -0.614], [4.737, 2.342, 1.365], [-0.355, 5.558, -0.592], [0.838, -5.460, 0.457], [2.478, -4.503, 2.057], [-4.747, 6.605, -2.308], [2.333, -4.435, -1.711], [-4.014, -3.252, -0.679], [-2.716, 2.010, -0.279], [1.440, -0.630, 3.551], [4.821, 1.816, -0.795], [4.847, 1.965, 3.792], [3.570, 3.109, -0.644], [-2.384, 6.852, -1.215], [0.901, -5.472, -1.795], [-2.341, -2.222, -2.159], [-4.739, 3.298, -0.910], [-5.770, 5.308, -1.680], [-2.657, -2.527, 5.002], [0.177, -4.026, 1.247], [0.699, 3.425, -2.437], [2.414, -2.939, 1.226]],
  "lowdin_charge": [1.733, 0.633, 0.590, 0.101, -0.293, -0.201, -0.190, -0.260, -0.168, -0.304, 0.135, -0.109, -0.074, -0.325, -0.256, -0.079, 0.012, -0.208, -0.598, -0.059, -0.265, -0.063, -0.048, -0.044, -0.033, -0.917, -0.018, -0.276, 0.002, -0.181, 0.005, -0.002, -0.066, -0.047, -0.068, -0.161, -0.065, 0.013, -0.030, -0.101, -0.288, -0.029, -0.301, -0.143, -0.167, 0.059, 0.100, 0.103, 0.081, 0.114, 0.094, 0.073, 0.130, 0.054, 0.108, 0.086, 0.115, 0.114, 0.118, 0.078, 0.082, 0.092, 0.122, 0.117, 0.107, 0.107, 0.110, 0.102, 0.118, 0.121, 0.126, 0.114, 0.075, 0.105, 0.106, 0.127, 0.055]
}

---

[2]
{
  "formula": "C31H32N5O6PbS4",
  "method": "the ωB97M-V functional and the def2-TZVPD basis",
  "charge": -1,
  "energy_ev": -100989.8059,
  "homo_lumo_gap_ev": 4.31,
  "lumo_energy_ev": 1.1252,
  "symbols": ["Pb", "S", "S", "S", "S", "O", "O", "O", "O", "O", "O", "N", "N", "N", "N", "N", "C", "C", "C", "C", "C", "C", "C", "C", "C", "C", "C", "C", "C", "C", "C", "C", "C", "C", "C", "C", "C", "C", "C", "C", "C", "C", "C", "C", "C", "C", "C", "H", "H", "H", "H", "H", "H", "H", "H", "H", "H", "H", "H", "H", "H", "H", "H", "H", "H", "H", "H", "H", "H", "H", "H", "H", "H", "H", "H", "H", "H", "H", "H"],
  "coordinates": [[-1.088, 1.604, 0.592], [-3.681, 2.854, 3.203], [-2.958, 3.569, 1.437], [-3.807, 0.786, 3.027], [-1.889, 0.119, 2.847], [-0.298, -0.780, -0.309], [0.699, 1.881, -1.323], [0.124, 3.642, 1.550], [2.184, 6.018, 6.871], [1.432, 0.982, 1.965], [3.045, 4.050, 7.031], [-3.080, -0.380, -0.637], [2.839, -2.770, 0.949], [-2.263, 2.113, -1.858], [2.349, 4.878, 6.443], [3.513, -0.942, -1.502], [0.631, 1.214, -2.354], [-1.566, -5.674, 2.090], [2.675, -3.327, -1.506], [3.601, -2.261, -2.118], [-2.000, -2.256, 0.467], [1.392, 2.885, 3.457], [-1.196, -4.357, 1.468], [0.599, 3.844, 2.685], [-0.628, -1.775, 0.349], [0.097, -3.951, 1.371], [-2.229, -3.490, 1.004], [0.413, -2.641, 0.909], [-4.543, 1.575, -1.051], [-0.279, 0.840, -4.584], [2.523, -0.034, -1.654], [-1.771, 1.891, -3.003], [-3.636, 2.562, -1.805], [-0.467, 1.313, -3.318], [0.379, 5.125, 3.326], [1.709, 0.270, -2.715], [-4.241, 0.105, -1.343], [1.725, 4.512, 5.220], [1.034, -0.270, -6.443], [0.910, 5.445, 4.529], [1.815, -0.190, -4.062], [3.019, -3.802, -0.081], [1.663, -2.081, 0.976], [1.716, 1.556, 3.010], [1.925, 3.256, 4.686], [0.886, 0.129, -4.999], [-3.128, -1.528, -0.114], [1.923, -0.884, -6.585], [-4.073, -2.097, -0.125], [1.655, -2.936, -1.499], [-0.685, -6.292, 2.258], [3.652, -2.199, 1.103], [-3.654, 3.513, -1.264], [2.524, 2.545, 5.243], [0.165, -0.837, -6.782], [1.120, 0.615, -7.077], [1.702, -0.995, 1.037], [-3.255, -3.837, 1.082], [2.698, -4.199, -2.165], [2.351, 1.008, 3.741], [-4.038, 2.723, -2.820], [4.051, -4.154, -0.033], [-2.266, -6.225, 1.459], [-5.576, 1.785, -1.336], [4.640, -2.594, -2.046], [2.369, -4.643, 0.157], [3.350, -2.172, -3.170], [-4.454, 1.749, 0.021], [-2.395, 2.068, -3.895], [3.936, -0.904, -0.593], [-0.257, 5.819, 2.794], [-1.063, 0.996, -5.320], [-5.129, -0.506, -1.119], [2.691, -0.750, -4.367], [2.335, 0.582, -0.777], [-4.026, -0.006, -2.415], [0.890, -4.575, 1.769], [-2.052, -5.517, 3.056], [0.725, 6.406, 4.987]],
  "lowdin_charge": [1.145, -0.182, -0.114, -0.215, -0.126, -0.097, -0.079, -0.192, 0.023, -0.085, 0.017, 0.041, 0.026, -0.016, -0.379, 0.040, -0.334, -0.059, -0.146, -0.167, -0.148, -0.110, -0.266, -0.370, -0.356, 0.001, 0.023, -0.132, -0.184, 0.020, -0.023, -0.116, -0.254, -0.091, 0.005, -0.120, -0.228, -0.183, -0.061, -0.008, 0.001, -0.175, -0.035, -0.231, 0.032, -0.276, -0.130, 0.071, 0.123, 0.114, 0.071, 0.119, 0.072, 0.117, 0.077, 0.079, 0.108, 0.123, 0.116, 0.120, 0.105, 0.119, 0.075, 0.110, 0.120, 0.099, 0.092, 0.045, 0.119, 0.117, 0.113, 0.119, 0.108, 0.102, 0.135, 0.116, 0.114, 0.084, 0.110]
}